[1]
The following is a DFT calculation (ωB97M-V/def2-TZVPD) of a structure of composition C9H36AlN18O9 in a non-equilibrium geometry.

Structure (ORCA input):
```
! RIJCOSX wB97M-V def2-TZVPD def2/J DEFGRID3
* xyz 3 1
Al 0.19 0.00 -0.23
C 0.27 2.12 3.24
O 0.63 1.78 2.11
N 0.33 3.36 3.67
N -0.07 1.31 4.14
H 0.11 3.69 4.59
H 0.79 3.95 2.98
H 0.48 0.48 4.30
H -0.26 1.76 5.02
C 0.89 -3.90 0.28
O 0.46 -2.86 -0.26
N 2.12 -4.12 0.57
N 0.21 -4.94 0.36
H 2.39 -4.90 1.15
H 2.72 -3.32 0.41
H -0.79 -5.00 0.21
H 0.62 -5.75 0.79
C -0.75 -1.69 -3.72
O -0.20 -1.43 -2.72
N -2.03 -1.26 -3.95
N -0.17 -2.54 -4.59
H -2.42 -0.79 -3.15
H -2.46 -1.36 -4.85
H 0.71 -2.98 -4.37
H -0.68 -2.85 -5.41
C -3.34 1.16 1.08
O -2.23 0.70 0.99
N -3.64 2.46 1.08
N -4.38 0.44 0.97
H -2.98 3.22 1.12
H -4.60 2.78 1.14
H -4.20 -0.55 0.91
H -5.30 0.78 1.20
C 1.40 1.93 -3.74
O 1.27 1.29 -2.65
N 2.25 2.93 -3.98
N 0.66 1.72 -4.73
H 3.06 3.01 -3.38
H 2.33 3.23 -4.94
H 0.67 2.37 -5.51
H 0.03 0.94 -4.65
C 3.53 2.13 -0.41
O 2.43 1.88 -0.05
N 3.97 1.79 -1.59
N 4.55 2.55 0.25
H 4.93 1.91 -1.89
H 3.27 1.39 -2.20
H 5.43 2.50 -0.24
H 4.47 2.83 1.22
C -2.79 1.62 -2.65
O -1.94 0.85 -2.13
N -4.10 1.61 -2.63
N -2.48 2.41 -3.62
H -4.58 0.89 -2.11
H -4.64 2.38 -3.00
H -1.57 2.82 -3.75
H -3.16 2.63 -4.34
C -1.51 -2.08 2.97
O -1.14 -1.56 1.91
N -1.57 -3.36 3.28
N -1.97 -1.36 3.95
H -1.90 -3.59 4.20
H -1.80 -4.01 2.55
H -2.01 -0.36 3.87
H -2.09 -1.69 4.90
C 2.58 -1.41 2.81
O 2.01 -1.29 1.76
N 3.88 -1.23 2.92
N 2.05 -1.78 3.93
H 4.41 -0.79 2.18
H 4.25 -1.37 3.84
H 2.39 -1.63 4.87
H 1.06 -1.86 3.74
*
```

## Properties
DFT total energy: -2268.9422 hartree
HOMO: -16.785 eV
gap between HOMO and LUMO: 0.1628 hartree

[2]
The following is a DFT calculation (ωB97M-V/def2-TZVPD) of a structure of composition C15H52BNO22 in a non-equilibrium geometry.

Structure (ORCA input):
```
! RIJCOSX wB97M-V def2-TZVPD def2/J DEFGRID3
* xyz 0 1
C -6.39 0.95 2.47
C -5.46 0.42 1.31
C -4.56 -0.68 1.96
C -3.55 -1.29 0.99
N -2.77 -2.56 1.45
C -1.99 -2.30 2.64
C -0.79 -3.37 2.87
C -0.47 -3.58 1.32
C -1.67 -2.96 0.50
C -3.70 -3.80 1.75
C -4.56 -4.07 0.55
C -5.57 -5.26 0.83
H -6.93 0.24 3.00
H -7.01 1.79 2.06
H -5.74 1.42 3.27
H -4.68 1.18 1.13
H -6.16 0.19 0.60
H -5.32 -1.35 2.27
H -4.15 -0.21 2.94
H -2.70 -0.59 0.79
H -3.69 -1.24 -0.06
H -2.66 -1.95 3.58
H -1.58 -1.38 2.49
H -1.20 -4.48 3.17
H 0.12 -3.18 3.56
H -0.19 -4.57 1.12
H 0.42 -2.98 1.29
H -1.91 -3.69 -0.23
H -1.21 -1.96 0.02
H -4.24 -3.60 2.62
H -3.12 -4.60 1.79
H -4.05 -4.39 -0.44
H -5.19 -3.17 0.17
H -6.13 -5.50 -0.09
H -6.21 -4.82 1.61
H -5.07 -6.27 1.20
O -0.10 0.97 1.77
C 0.57 1.21 0.80
O 0.31 2.12 -0.07
B 1.52 2.15 -0.95
O 2.42 1.03 -0.43
C 1.84 0.57 0.56
O 2.38 -0.33 1.21
O 2.10 3.46 -0.87
C 2.07 3.98 -1.95
O 2.81 4.99 -2.20
C 1.39 3.14 -2.83
O 1.06 2.03 -2.35
O 0.90 3.41 -4.02
O 2.25 0.66 -5.27
H 1.30 0.81 -5.23
H 2.64 1.42 -5.49
O 4.65 -0.48 3.24
H 3.78 -0.81 3.08
H 4.95 -1.21 2.97
O -1.14 -0.81 -2.85
H -1.10 -0.70 -3.86
H -1.20 0.14 -2.71
O -1.88 2.57 3.03
H -1.33 3.23 3.16
H -1.36 1.86 2.56
O 3.43 5.71 -4.79
H 4.42 5.94 -4.88
H 3.18 5.71 -3.98
O 5.85 1.81 -0.65
H 6.41 2.44 -0.40
H 5.22 1.39 0.01
O 3.52 -3.45 1.86
H 3.89 -2.90 1.11
H 3.87 -4.28 1.70
O 3.92 7.26 -0.53
H 4.13 8.04 -1.11
H 3.48 6.79 -1.24
O 3.05 -0.60 -2.91
H 2.83 0.24 -2.37
H 2.72 -0.25 -3.69
O 2.12 -1.59 3.07
H 2.79 -2.11 2.46
H 1.94 -0.68 2.58
O 4.14 -1.82 -0.19
H 3.46 -1.19 0.11
H 3.94 -1.84 -1.11
O -1.61 2.95 -4.72
H -1.93 3.64 -4.11
H -0.67 3.04 -4.47
O 4.70 1.40 1.51
H 4.87 0.80 2.26
H 4.46 2.17 2.12
O 3.75 3.09 -5.51
H 4.09 2.65 -4.69
H 3.24 3.84 -5.18
*
```

## Properties
DFT total energy: -2337.4904 hartree
HOMO: -9.783 eV
gap between HOMO and LUMO: 0.3222 hartree
energy relative to the best compared isomer or geometry (same formula, charge and spin): 25.2 kcal/mol

[3]
The following is a DFT calculation (ωB97M-V/def2-TZVPD) of an isolated molecule of C4H7NO2.

Structure (ORCA input):
```
! RIJCOSX wB97M-V def2-TZVPD def2/J DEFGRID3
* xyz 0 1
N 0.63 -0.47 2.10
C -0.47 -1.01 1.51
O -0.92 -2.11 1.77
C -1.14 -0.10 0.46
C -0.12 0.79 -0.16
C 0.74 0.78 -2.22
O -0.44 0.98 -1.42
H 1.12 -1.03 2.78
H 1.07 0.34 1.68
H -1.90 0.52 0.95
H -1.61 -0.73 -0.30
H 1.58 0.73 -1.53
H 0.59 -0.22 -2.63
H 0.87 1.53 -3.00
*
```

## Properties
DFT total energy: -361.7503 hartree
HOMO: -8.813 eV
gap between HOMO and LUMO: 0.3341 hartree
energy relative to the best compared isomer or geometry (same formula, charge and spin): 81.9 kcal/mol

[4]
The following is a DFT calculation (ωB97M-V/def2-TZVPD) of a structure of composition C31H38NOOsPSi in a non-equilibrium geometry.

Structure (ORCA input):
```
! RIJCOSX wB97M-V def2-TZVPD def2/J DEFGRID3
* xyz 2 5
C -4.20 1.23 -2.48
C -2.96 1.60 -3.00
C -1.82 1.66 -2.19
C -1.92 1.27 -0.85
C -3.15 0.88 -0.30
C -4.28 0.87 -1.13
C -0.57 2.26 -2.73
C 0.34 2.99 -1.77
N -0.31 3.84 -0.67
Os -0.33 1.40 0.50
C -3.24 0.56 1.17
P -1.74 1.32 2.08
H -2.89 1.77 -4.08
H -5.24 0.51 -0.76
H -5.04 1.09 -3.17
H -3.18 -0.52 1.40
H -4.15 0.91 1.66
H 0.02 1.45 -3.17
H -0.81 2.87 -3.58
H 1.03 2.31 -1.24
C -1.57 0.25 3.55
C -2.52 2.84 2.78
H 1.01 3.67 -2.30
C -1.61 4.45 -1.10
C 0.66 4.94 -0.29
H 0.60 1.44 1.87
H -1.57 5.52 -1.10
H -1.86 4.11 -2.10
H -2.36 4.15 -0.35
H 0.20 5.89 -0.57
H 0.92 4.96 0.77
H 1.57 4.90 -0.90
H -3.23 2.57 3.57
H -1.74 3.46 3.26
H -3.05 3.43 2.02
H -2.53 0.14 4.08
H -1.20 -0.75 3.27
H -0.85 0.72 4.24
H -0.67 3.21 0.21
O -0.25 -0.66 0.53
Si 0.91 -1.75 0.18
C 2.10 -1.63 1.59
C 1.62 -1.56 2.90
C 2.52 -1.44 3.98
C 3.89 -1.40 3.74
C 4.36 -1.50 2.43
C 3.47 -1.64 1.35
C 0.28 -3.52 0.16
C 0.39 -4.32 1.30
C 0.01 -5.66 1.29
C -0.55 -6.22 0.13
C -0.73 -5.41 -1.01
C -0.34 -4.06 -0.98
C 1.90 -1.58 -1.41
C 2.22 -0.30 -1.88
C 3.01 -0.11 -3.03
C 3.53 -1.23 -3.70
C 3.27 -2.51 -3.23
C 2.47 -2.67 -2.09
H 0.53 -1.65 3.06
H 2.14 -1.42 5.01
H 4.60 -1.33 4.57
H 5.43 -1.51 2.21
H 3.85 -1.77 0.32
H 0.77 -3.86 2.22
H 0.15 -6.24 2.19
H -0.82 -7.27 0.11
H -1.18 -5.82 -1.92
H -0.54 -3.40 -1.83
H 1.83 0.54 -1.29
H 3.25 0.88 -3.43
H 4.16 -1.08 -4.57
H 3.69 -3.40 -3.72
H 2.28 -3.68 -1.74
*
```

## Properties
DFT total energy: -2054.8557 hartree
HOMO (alpha / beta): -12.934 / -13.682 eV
gap between HOMO and LUMO (alpha / beta): 0.2750 / 0.1399 hartree
energy relative to the best compared isomer or geometry (same formula, charge and spin): 35.0 kcal/mol

[5]
The following is a DFT calculation (ωB97M-V/def2-TZVPD) of the ion C6H12NS with charge +1 in a non-equilibrium geometry.

Structure (ORCA input):
```
! RIJCOSX wB97M-V def2-TZVPD def2/J DEFGRID3
* xyz 1 1
C 0.64 -1.27 -1.24
N 0.02 -0.03 -0.93
C -1.44 -0.14 -0.33
C -1.43 0.59 0.99
C -0.02 0.40 1.44
C 0.72 0.99 0.31
C 2.00 1.47 0.03
S 0.69 2.66 -0.17
H 1.24 -1.61 -0.38
H -0.21 -1.87 -1.68
H 1.48 -1.13 -2.07
H 0.04 0.68 -1.70
H -1.53 -1.20 -0.06
H -2.25 0.24 -1.02
H -2.25 0.09 1.58
H -1.60 1.58 1.04
H 0.12 1.04 2.36
H 0.32 -0.55 1.73
H 2.73 1.57 0.77
H 2.37 1.24 -0.96
*
```

## Properties
SMILES: C[N@H+]1CCC[C@@]12CS2
DFT total energy: -688.4323 hartree
HOMO: -13.721 eV
gap between HOMO and LUMO: 0.3923 hartree
energy relative to the best compared isomer or geometry (same formula, charge and spin): 47.4 kcal/mol

[6]
The following is a DFT calculation (ωB97M-V/def2-TZVPD) of an isolated molecule of C7H14FN in a non-equilibrium geometry.

Structure (ORCA input):
```
! RIJCOSX wB97M-V def2-TZVPD def2/J DEFGRID3
* xyz 0 3
C -0.04 0.87 0.94
C 0.35 0.66 -0.48
C -1.98 0.63 -0.31
C 1.16 -0.88 -2.23
C 2.36 -0.72 0.06
C -2.28 0.24 2.09
C 1.08 -0.64 -0.73
N -1.51 0.65 0.99
F -2.13 1.80 -0.91
H 0.49 0.09 1.68
H 0.15 1.80 1.46
H 0.37 1.55 -1.20
H -2.65 -0.12 -0.57
H 0.39 -0.23 -2.67
H 1.02 -1.91 -2.64
H 2.23 -0.65 -2.70
H 2.56 0.34 0.25
H 3.17 -1.07 -0.58
H 2.30 -1.26 0.96
H -2.92 1.02 2.38
H -2.93 -0.45 1.62
H -1.71 -0.27 2.82
H 0.53 -1.44 -0.23
*
```

## Properties
DFT total energy: -429.5176 hartree
HOMO (alpha / beta): -6.198 / -8.683 eV
gap between HOMO and LUMO (alpha / beta): 0.2644 / 0.3154 hartree
energy relative to the best compared isomer or geometry (same formula, charge and spin): 0.0 kcal/mol

[7]
The following is a DFT calculation (ωB97M-V/def2-TZVPD) of an isolated molecule of C5H12O2 in a non-equilibrium geometry.

Structure (ORCA input):
```
! RIJCOSX wB97M-V def2-TZVPD def2/J DEFGRID3
* xyz 0 1
C -1.63 -0.22 1.63
O -0.40 -0.55 1.06
C -0.20 0.29 -0.05
C -0.59 1.92 0.25
C 1.24 0.00 -0.56
C 1.50 -1.26 -1.43
O 1.44 -2.49 -0.74
H -2.47 -0.56 1.00
H -1.64 0.88 1.60
H -1.69 -0.65 2.63
H -0.92 0.01 -0.84
H -0.94 2.41 1.19
H -1.39 2.21 -0.45
H 0.30 2.48 0.03
H 1.91 -0.07 0.31
H 1.55 0.86 -1.16
H 0.85 -1.27 -2.31
H 2.53 -1.21 -1.81
H 0.59 -2.53 -0.28
*
```

## Properties
SMILES: CO[C@@H](C)CCO
DFT total energy: -348.1197 hartree
HOMO: -9.898 eV
gap between HOMO and LUMO: 0.3996 hartree
energy relative to the best compared isomer or geometry (same formula, charge and spin): 53.4 kcal/mol